# 1
Entry from the OMol25 dataset: the molecule C5H10N4 at a distorted geometry (ωB97M-V/def2-TZVPD).

Last column: natural (NBO) charge in e.
Cartesian coordinates (Å):
C  -1.24476  -0.32352  0.97655  0.07
C  -0.55110  -1.74866  -0.60628  -0.24
C  0.05152  -0.36010  -0.88043  -0.16
C  -0.57532  0.53856  0.05853  -0.04
C  -0.92535  2.01461  -0.05495  -0.64
N  -1.13382  -1.58773  0.66249  -0.44
N  1.60297  -0.49152  -0.69054  -0.43
N  1.33229  0.70953  1.22610  -0.40
N  1.86843  -0.34100  0.67470  -0.21
H  -1.66155  0.00306  1.85018  0.19
H  -1.33904  -1.93049  -1.42309  0.20
H  0.21345  -2.46229  -0.67234  0.19
H  -0.03391  -0.13721  -1.92459  0.22
H  -0.84137  2.51683  0.96966  0.23
H  -1.96000  2.17790  -0.45529  0.22
H  -0.16983  2.50580  -0.68393  0.22
H  1.85859  -1.38273  -0.86128  0.34
H  1.62795  1.50011  0.58525  0.33
H  1.88086  -1.20113  1.24925  0.36

**Energy above the lowest of the compared OMol25 structures with the same formula, charge and spin**: 4.950 eV
**E_HOMO (spin up / spin down)**: -7.742 / -7.742 eV
**Calculated total energy**: -11302.9285 eV

# 2
Entry from the OMol25 dataset: a 10-piece molecular cluster, C40H60BrCl18F3IN2O3 overall at a distorted geometry (ωB97M-V/def2-TZVPD).

Last column: Löwdin charge in e.
Cartesian coordinates (Å):
C  -0.40632  1.48256  3.06546  -0.12
C  -0.16135  2.43745  1.88563  -0.72
Br  -0.32947  4.25553  2.54568  0.76
C  1.18916  2.16563  1.19862  -0.17
C  1.22362  2.15811  -0.36364  -0.26
C  2.69092  2.57814  -0.65582  -0.01
C  0.31762  3.27115  -0.98759  -0.15
C  0.86659  4.61672  -1.47949  -0.25
C  1.24009  5.65694  -0.40880  -0.75
C  2.37245  6.53640  -0.96401  -0.19
I  -0.44544  6.95691  -0.09419  0.88
N  -0.04740  2.58745  -2.27856  0.17
C  -0.43408  1.19100  -1.96476  -0.29
C  -0.47275  0.52949  -3.38680  -0.05
O  -1.60735  1.00500  -4.10350  0.06
C  -2.48749  0.05611  -4.49011  -0.74
F  -1.92391  -0.82365  -5.31436  0.19
F  -3.46929  0.65834  -5.13584  0.20
F  -3.01445  -0.60839  -3.46572  0.18
O  -1.72980  0.96759  -1.47960  0.08
C  -2.54968  2.06671  -1.35489  -0.39
O  -2.67969  2.86588  -2.22469  0.11
C  -3.30088  2.14548  -0.08530  -0.14
C  -3.27488  3.28079  0.71790  -0.04
C  -4.03402  3.32189  1.88139  -0.05
C  -4.82978  2.22901  2.22134  -0.05
C  -4.85320  1.07721  1.43797  -0.08
C  -4.08243  1.05106  0.27835  -0.16
C  0.76621  0.75049  -1.03031  -0.19
C  1.78521  -0.01137  -1.90175  -0.12
C  3.11769  -0.48090  -1.28623  -0.15
C  3.07332  -1.31655  -0.00149  -0.24
N  3.29399  -0.45352  1.18048  0.00
C  0.12282  -0.13022  0.05538  -0.12
C  -0.37577  -1.49870  -0.41171  -0.12
C  -0.88212  -2.32935  0.75342  -0.21
C  -2.10205  -2.99310  0.62458  -0.04
C  -2.61389  -3.80196  1.63473  -0.07
C  -1.87753  -3.95464  2.80323  -0.08
C  -0.66754  -3.28919  2.94834  -0.07
C  -0.16058  -2.48142  1.93814  -0.04
H  -0.08549  0.47415  2.81449  0.06
H  0.08451  1.86162  3.95664  0.07
H  -1.47908  1.42928  3.24911  0.08
H  -0.97720  2.25566  1.19400  0.04
H  1.84719  2.98195  1.49354  0.10
H  1.66864  1.27292  1.58315  0.09
H  2.92276  2.50540  -1.71907  0.07
H  2.90517  3.56405  -0.25871  0.09
H  3.30997  1.89420  -0.08403  0.08
H  -0.62653  3.52411  -0.50068  0.13
H  0.06191  5.06623  -2.06684  0.06
H  1.68762  4.49038  -2.17929  0.04
H  1.58635  5.18825  0.50512  0.04
H  2.93023  7.03356  -0.17397  0.08
H  3.07568  5.94953  -1.56170  0.01
H  1.99343  7.30476  -1.63390  0.06
H  -0.58183  3.11899  -2.97407  0.17
H  0.87457  2.48106  -2.72541  0.12
H  -0.52388  -0.54851  -3.26112  0.14
H  0.40133  0.77569  -3.98153  0.12
H  -2.66971  4.13321  0.43226  0.09
H  -4.04524  4.19847  2.51021  0.11
H  -5.44786  2.26255  3.10779  0.11
H  -5.47749  0.24035  1.70747  0.11
H  -4.12694  0.15075  -0.32866  0.02
H  1.34022  -0.89546  -2.34281  0.11
H  2.07138  0.65859  -2.71680  0.07
H  3.56960  -1.12397  -2.04571  0.12
H  3.84787  0.31120  -1.16273  0.10
H  3.91534  -2.01410  -0.05735  0.11
H  2.18526  -1.92875  0.10956  0.09
H  4.28540  -0.23804  1.20563  0.06
H  3.15888  -1.03775  2.01009  -0.06
H  0.83814  -0.32187  0.84634  0.08
H  -0.71719  0.36451  0.53444  0.12
H  -1.20903  -1.42129  -1.11053  0.11
H  0.38984  -2.09540  -0.90907  0.12
H  -2.65932  -2.87329  -0.29710  0.11
H  -3.55194  -4.30907  1.46795  0.10
H  -2.27513  -4.58466  3.58593  0.10
H  -0.12689  -3.41123  3.87729  0.10
H  0.79402  -1.98531  2.05639  0.08
C  -6.66026  -0.76091  -2.71385  -0.96
Cl  -5.94185  0.05657  -1.30685  0.68
Cl  -6.29550  -2.48906  -2.70610  0.53
H  -7.73607  -0.63115  -2.68952  0.03
H  -6.25106  -0.32099  -3.61567  0.02
C  4.96011  -1.77522  4.45260  -1.01
Cl  5.96470  -1.90943  3.00413  0.52
Cl  3.22713  -1.83753  4.06549  0.56
H  5.19879  -2.59790  5.11782  -0.08
H  5.17193  -0.82910  4.93475  -0.04
C  7.57698  0.48240  6.92614  -0.99
Cl  7.83010  0.07888  5.22357  0.53
Cl  5.85765  0.51108  7.34850  0.52
H  8.06815  -0.26763  7.53439  0.03
H  7.99917  1.46100  7.11955  0.03
C  3.41615  4.05433  -5.25883  -0.95
Cl  2.74557  2.49531  -4.72593  0.57
Cl  3.34827  5.26211  -3.97506  0.61
H  4.44930  3.90302  -5.54721  0.04
H  2.83387  4.40671  -6.10178  0.03
C  -2.65012  4.80201  -4.75410  -1.00
Cl  -2.59486  5.62781  -3.19611  0.55
Cl  -1.26575  5.23112  -5.77257  0.51
H  -2.62813  3.73213  -4.57541  0.00
H  -3.56371  5.08005  -5.26561  0.03
C  -7.32537  -5.33081  -5.48392  -1.04
Cl  -8.26294  -6.40431  -4.44069  0.50
Cl  -8.34298  -4.55512  -6.70512  0.50
H  -6.86847  -4.56157  -4.87218  -0.01
H  -6.56112  -5.91168  -5.98566  -0.05
C  -5.79911  -8.12681  -7.90967  -1.01
Cl  -5.93483  -8.76881  -6.26835  0.52
Cl  -4.76465  -6.69129  -7.97474  0.51
H  -5.36950  -8.89026  -8.54672  0.02
H  -6.78880  -7.85613  -8.25901  0.03
C  5.57939  -3.93386  7.84330  -1.01
Cl  6.58916  -4.08489  6.39272  0.55
Cl  3.85901  -3.98164  7.43875  0.52
H  5.80205  -4.75866  8.51613  -0.07
H  5.79798  -2.98461  8.31959  0.02
C  4.46533  -7.48213  9.50149  -1.00
Cl  5.53680  -8.83944  9.84447  0.52
Cl  4.97631  -6.00953  10.34545  0.55
H  4.47578  -7.28910  8.43456  0.02
H  3.46418  -7.73377  9.82956  0.03

**E_HOMO**: -11.087 eV
**Calculated total energy**: -363270.1848 eV
**Net charge**: +1

# 3
Entry from the OMol25 dataset: the molecule C19H23ClN2O2 at a distorted geometry (ωB97M-V/def2-TZVPD).

Last column: natural (NBO) charge in e.
Cartesian coordinates (Å):
C  4.80366  -0.83860  -0.00031  -0.61
C  3.54086  -0.87429  0.85026  -0.40
C  2.46859  0.04180  0.25886  -0.37
C  1.98204  -0.35651  -1.16302  -0.48
C  0.60555  0.21195  -1.33163  0.47
N  0.39108  1.50402  -1.30267  -0.46
C  -1.08716  1.70377  -1.32021  -0.02
C  -1.57460  2.40835  -0.04814  -0.39
C  -1.50815  3.91250  -0.38787  -0.40
C  -1.53703  4.00488  -1.93464  -0.41
C  -1.62435  2.57470  -2.47163  -0.38
C  -1.62126  0.30008  -1.53140  0.70
O  -2.80029  -0.10036  -1.59103  -0.63
N  -0.56924  -0.55971  -1.47126  -0.46
C  -0.66045  -2.00590  -1.54510  -0.32
C  -0.28847  -2.71973  -0.23288  0.54
O  0.65110  -3.46369  -0.24637  -0.53
C  -0.93780  -2.46103  1.07506  -0.11
C  -2.23170  -1.89237  1.19841  -0.18
C  -2.74738  -1.55082  2.49419  -0.24
C  -2.00117  -1.80530  3.64454  -0.01
Cl  -2.66059  -1.35949  5.20870  0.01
C  -0.76361  -2.41958  3.53046  -0.25
C  -0.23516  -2.72790  2.26839  -0.16
H  4.57597  -1.27046  -1.00540  0.20
H  5.21309  0.17475  -0.11972  0.21
H  5.61074  -1.45083  0.45805  0.21
H  3.74267  -0.49291  1.83739  0.20
H  3.19450  -1.90593  1.02472  0.20
H  1.59462  0.03859  0.92023  0.21
H  2.89878  1.06034  0.22300  0.22
H  2.00207  -1.42022  -1.34579  0.23
H  2.59823  0.14085  -1.90567  0.24
H  -2.59300  2.09580  0.18858  0.22
H  -0.90997  2.18837  0.76352  0.23
H  -0.61584  4.39442  0.02724  0.21
H  -2.36167  4.41991  0.08519  0.21
H  -2.39047  4.59830  -2.27895  0.21
H  -0.66483  4.50064  -2.32286  0.21
H  -1.11475  2.39681  -3.43071  0.22
H  -2.70130  2.35516  -2.59954  0.22
H  -1.65018  -2.41419  -1.82983  0.26
H  0.01728  -2.33198  -2.34735  0.23
H  -2.86698  -1.66976  0.33870  0.25
H  -3.74505  -1.14914  2.66756  0.23
H  -0.20175  -2.61557  4.42912  0.23
H  0.77335  -3.16968  2.27179  0.24

**Energy above the lowest of the compared OMol25 structures with the same formula, charge and spin**: 0.241 eV
**E_HOMO**: -9.253 eV
**Calculated total energy**: -39674.4681 eV
**SMILES**: CCCCC1=NC2(CCCC2)C(=O)N1CC(=O)c1ccc(Cl)cc1

# 4
Entry from the OMol25 dataset: a 2-piece molecular cluster, C4H11NO2 overall at a distorted geometry (ωB97M-V/def2-TZVPD).

Last column: natural (NBO) charge in e.
Cartesian coordinates (Å):
C  -0.42713  2.43358  0.66295  -0.41
N  0.21749  1.15882  0.40868  -0.62
C  -0.17916  0.34452  -0.70838  -0.20
C  0.83236  -0.75606  -0.94067  -0.52
C  0.41746  -1.75658  -1.93900  0.42
O  -0.60110  -2.38643  -1.76903  -0.52
H  -0.65292  2.84484  -0.34661  0.16
H  -1.40787  2.42187  1.15401  0.20
H  0.21012  3.20418  1.09360  0.21
H  1.22068  1.29910  0.38316  0.36
H  -1.15378  -0.10924  -0.53852  0.20
H  -0.33382  0.87306  -1.66569  0.16
H  1.14019  -1.19766  0.02145  0.25
H  1.77730  -0.28397  -1.27988  0.20
H  0.80027  -1.83212  -2.97722  0.13
O  -0.45278  -1.81002  2.99954  -0.94
H  -0.86882  -1.74305  2.14751  0.47
H  -0.53850  -2.70484  3.29409  0.47

**Energy above the lowest of the compared OMol25 structures with the same formula, charge and spin**: 2.056 eV
**E_HOMO**: -8.869 eV
**Calculated total energy**: -9910.1856 eV
**SMILES**: CNCCC=O.O

# 5
Entry from the OMol25 dataset: C5H8CuMgO4 as an isolated structure at a distorted geometry (ωB97M-V/def2-TZVPD).

Last column: Löwdin spin population.
Cartesian coordinates (Å):
C  2.85766  1.48834  2.04858  0.00
C  2.49959  2.57445  1.03806  0.00
O  1.76255  2.11522  -0.01466  0.00
Cu  0.69564  3.25541  -1.53836  0.00
H  3.48323  1.88006  2.86567  0.00
H  1.94376  1.05845  2.48965  0.00
H  3.41439  0.67807  1.55021  0.00
H  3.48166  3.08449  0.64266  0.00
H  1.96374  3.39024  1.58032  0.00
O  5.29756  3.36714  -3.38302  0.12
C  2.09632  3.97670  -3.48938  0.01
C  5.01075  3.72959  -2.23984  0.02
O  2.13115  3.68855  -4.68510  0.11
O  3.20606  4.87258  -3.23516  0.08
C  3.89132  4.69937  -2.01524  0.01
Mg  4.19728  4.22241  -5.06831  0.64
H  5.73673  3.59507  -1.41886  0.00
H  4.30075  5.65885  -1.66310  0.00
H  3.20886  4.31539  -1.22180  0.00

**Energy above the lowest of the compared OMol25 structures with the same formula, charge and spin**: 0.520 eV
**E_HOMO (spin up / spin down)**: -6.495 / -7.599 eV
**2S+1**: 2
**Calculated total energy**: -63585.6194 eV

# 6
Entry from the OMol25 dataset: C3HgLiO3 as an isolated structure at a distorted geometry (ωB97M-V/def2-TZVPD).

Last column: natural (NBO) charge in e.
Cartesian coordinates (Å):
C  0.57307  -0.41211  0.60124  0.08
C  0.23413  -0.30508  1.89350  0.70
O  0.09846  -0.32627  3.02355  -0.08
O  -0.60934  -0.99500  -0.95215  -0.74
C  0.45640  -0.34379  -0.76889  0.83
O  0.73075  0.88411  -0.58257  -0.48
Hg  -2.08233  -1.30880  -2.06930  1.70
Li  0.59887  2.80694  -1.14538  0.99

**Energy above the lowest of the compared OMol25 structures with the same formula, charge and spin**: 2.300 eV
**E_HOMO**: -23.181 eV
**Calculated total energy**: -13590.5206 eV
**Net charge**: +3

> Which of these has the lowest calculated total energy?

C40H60BrCl18F3IN2O3

Please write out number 1 again, unchanged.
Entry from the OMol25 dataset: the molecule C5H10N4 at a distorted geometry (ωB97M-V/def2-TZVPD).

Last column: natural (NBO) charge in e.
Cartesian coordinates (Å):
C  -1.24476  -0.32352  0.97655  0.07
C  -0.55110  -1.74866  -0.60628  -0.24
C  0.05152  -0.36010  -0.88043  -0.16
C  -0.57532  0.53856  0.05853  -0.04
C  -0.92535  2.01461  -0.05495  -0.64
N  -1.13382  -1.58773  0.66249  -0.44
N  1.60297  -0.49152  -0.69054  -0.43
N  1.33229  0.70953  1.22610  -0.40
N  1.86843  -0.34100  0.67470  -0.21
H  -1.66155  0.00306  1.85018  0.19
H  -1.33904  -1.93049  -1.42309  0.20
H  0.21345  -2.46229  -0.67234  0.19
H  -0.03391  -0.13721  -1.92459  0.22
H  -0.84137  2.51683  0.96966  0.23
H  -1.96000  2.17790  -0.45529  0.22
H  -0.16983  2.50580  -0.68393  0.22
H  1.85859  -1.38273  -0.86128  0.34
H  1.62795  1.50011  0.58525  0.33
H  1.88086  -1.20113  1.24925  0.36

**Energy above the lowest of the compared OMol25 structures with the same formula, charge and spin**: 4.950 eV
**E_HOMO (spin up / spin down)**: -7.742 / -7.742 eV
**Calculated total energy**: -11302.9285 eV

> What is the formula in the first record?

C5H10N4